{
  "formula": "C6H7NO3",
  "method": "the ωB97M-V functional and the def2-TZVPD basis",
  "multiplicity": 1,
  "total_energy_ha": -513.010634,
  "gap_ev": [6.630, 6.346],
  "e_above_lowest_kcal_mol": 189.8,
  "homo_energy_ev": [-8.008, -7.863],
  "species": ["C", "C", "C", "C", "C", "C", "N", "O", "O", "O", "H", "H", "H", "H", "H", "H", "H"],
  "positions_angstrom": [[-0.0395, 1.2945, -2.0083], [1.1932, 1.1248, -1.5321], [-1.6987, -2.0048, -0.5533], [1.5418, 1.8481, -0.4822], [0.1859, 0.2762, 1.1614], [0.4321, -0.4150, 2.4339], [-1.5626, -1.1784, 0.4374], [-1.0681, -2.1766, -1.5741], [1.9118, 2.7032, 0.1841], [-0.6058, -0.0499, 0.3191], [-0.4016, 0.7212, -2.8270], [-0.6437, 2.0801, -1.7935], [1.9677, 0.3206, -1.8194], [-2.4200, -2.8633, -0.1445], [1.2148, 0.1291, 3.0132], [0.5312, -1.5427, 2.2655], [-0.5386, -0.2671, 2.9198]],
  "forces_ev_per_a": [[1.126, -1.877, -1.563], [1.057, -3.156, -2.578], [0.277, -2.207, 0.549], [0.391, 2.132, 4.414], [2.855, 1.388, 0.095], [-0.402, -0.582, 0.095], [-1.610, 0.532, 3.678], [0.462, 0.260, -1.735], [0.348, -0.060, -0.507], [-1.536, -1.031, -3.370], [-0.044, -0.772, -0.397], [-1.608, 2.189, 1.353], [-1.657, 1.150, 0.315], [0.680, 1.722, -0.696], [-0.476, -0.954, -0.486], [0.154, 1.513, 0.371], [-0.018, -0.248, 0.462]]
}